Density functional theory data (ωB97M-V/def2-TZVPD) for C3H7NO in the gas phase.

```
12
C3H7NO (ωB97M-V/def2-TZVPD)
C -1.525 0.554 -0.149
N -0.713 -0.626 0.457
C 0.622 -0.458 -0.157
O 0.866 -1.111 -1.133
C 1.516 0.546 0.518
H -1.024 -1.596 0.295
H -1.905 0.185 -1.110
H -2.368 0.618 0.541
H -0.669 -0.446 1.462
H 0.963 1.485 0.589
H 2.399 0.674 -0.107
H 1.829 0.217 1.521
```

Properties
* ΔE to the lowest compared entry with this formula, charge and spin: 83.3 kcal/mol
* HOMO energy: -7.19 eV
* strongest force on any atom: 0.61 eV/Å
* total energy: -248.3938 Eh
* charge: 0

Atom charges from the Mulliken analysis, given in e for atoms 1 to 2: -0.86, -0.14


Density functional theory data (ωB97M-V/def2-TZVPD) for C3H7NO in the gas phase in a non-equilibrium geometry.

```
12
C3H7NO (ωB97M-V/def2-TZVPD)
C 0.941 -0.356 0.501
C -1.424 0.410 0.146
C -0.342 -0.635 -0.282
N 1.826 0.913 0.021
O 2.147 -0.469 -0.146
H 1.024 -0.225 1.545
H -0.982 1.338 0.017
H -1.509 0.147 1.168
H -2.222 0.135 -0.463
H -0.063 -0.685 -1.490
H -0.803 -1.698 -0.102
H 1.407 1.124 -0.913
```

Properties
* SMILES string: CC[C@@H]1NO1
* ΔE to the lowest compared entry with this formula, charge and spin: 104.0 kcal/mol
* HOMO energy: -9.68 eV
* strongest force on any atom: 4.04 eV/Å
* total energy: -248.3607 Eh
* charge: 0

Atom charges from the Mulliken analysis, given in e for atoms 1 to 2: 0.06, -1.04


Density functional theory data (ωB97M-V/def2-TZVPD) for C3H7NO in the gas phase in a non-equilibrium geometry.

```
12
C3H7NO (ωB97M-V/def2-TZVPD)
C -1.781 -0.323 -0.426
N -0.672 0.154 0.373
C 0.516 -0.075 -0.235
O 0.552 -0.676 -1.308
C 1.775 0.347 0.448
H -1.226 -0.360 -1.436
H -2.694 0.231 -0.150
H -1.980 -1.378 -0.214
H -0.765 0.805 1.139
H 2.531 0.446 -0.329
H 2.074 -0.452 1.132
H 1.670 1.279 1.006
```

Properties
* SMILES string: CNC(C)=O
* ΔE to the lowest compared entry with this formula, charge and spin: 18.5 kcal/mol
* HOMO energy: -9.47 eV
* strongest force on any atom: 2.42 eV/Å
* total energy: -248.4970 Eh
* charge: 0

Atom charges from the Mulliken analysis, given in e for atoms 1 to 2: -0.80, -0.18


Density functional theory data (ωB97M-V/def2-TZVPD) for 2 unconnected molecules or ions with the total composition C3H7NO2.

```
13
C3H7NO2 (ωB97M-V/def2-TZVPD)
C -2.112 1.064 -1.163
O -1.380 1.182 0.070
C -0.317 0.436 0.277
O -0.120 -0.350 -0.767
C 1.793 -0.866 1.612
N 2.107 -1.381 0.494
H -2.945 1.756 -1.060
H -2.468 0.041 -1.308
H -1.472 1.339 -2.004
H 0.846 -1.134 2.069
H 2.415 -0.147 2.151
H 0.653 -0.927 -0.541
H 3.000 -1.012 0.169
```

Properties
* ΔE to the lowest compared entry with this formula, charge and spin: 84.0 kcal/mol
* HOMO energy: -8.87 eV
* strongest force on any atom: 0.48 eV/Å
* total energy: -323.6471 Eh
* charge: 0

Atom charges from the Mulliken analysis, given in e for atoms 1 to 2: -0.60, -0.16


Density functional theory data (ωB97M-V/def2-TZVPD) for 2 unconnected molecules or ions with the total composition C3H7NO2 in a non-equilibrium geometry.

```
13
C3H7NO2 (ωB97M-V/def2-TZVPD)
O 2.034 -1.465 -1.116
C 2.560 -0.405 -1.284
C 1.997 0.961 -0.904
H 3.648 -0.326 -1.502
H 2.760 1.737 -0.921
H 1.202 1.327 -1.553
H 1.662 0.844 0.127
C -2.601 0.222 0.854
N -1.847 -0.737 1.497
O -2.214 1.364 0.755
H -3.436 -0.125 0.237
H -0.963 -0.307 1.774
H -2.257 -1.393 2.145
```

Properties
* SMILES string: CC=O.NC=O
* ΔE to the lowest compared entry with this formula, charge and spin: 38.0 kcal/mol
* HOMO energy: -9.88 eV
* strongest force on any atom: 1.81 eV/Å
* total energy: -323.7205 Eh
* charge: 0

Atom charges from the Mulliken analysis, given in e for atoms 1 to 2: -0.46, 0.16


Density functional theory data (ωB97M-V/def2-TZVPD) for C3H7NO2 in the gas phase.

```
13
C3H7NO2 (ωB97M-V/def2-TZVPD)
C 2.045 0.115 -0.139
N 0.626 0.046 -0.395
C -0.256 0.264 0.607
O 0.044 0.726 1.698
C -1.623 -0.352 0.323
O -2.054 -0.244 -1.022
H 2.445 1.118 -0.314
H 2.193 -0.141 0.915
H 2.566 -0.619 -0.761
H 0.244 -0.137 -1.311
H -2.358 -0.003 1.052
H -1.470 -1.416 0.522
H -2.402 0.645 -1.174
```

Properties
* SMILES string: CNC(=O)CO
* ΔE to the lowest compared entry with this formula, charge and spin: 21.6 kcal/mol
* HOMO energy: -9.68 eV
* strongest force on any atom: 0.47 eV/Å
* total energy: -323.7465 Eh
* charge: 0

Atom charges from the Mulliken analysis, given in e for atoms 1 to 2: -0.83, -0.15


Density functional theory data (ωB97M-V/def2-TZVPD) for 2 unconnected molecules or ions with the total composition C3H7NO2 in a non-equilibrium geometry.

```
13
C3H7NO2 (ωB97M-V/def2-TZVPD)
C 2.190 -0.331 -1.578
C 1.843 -0.304 -0.221
O 1.303 0.862 0.321
H 2.265 -1.383 -1.927
H 2.224 0.588 -2.215
H 2.034 -1.201 0.414
H 2.088 1.477 0.272
C -1.860 -0.069 0.334
N -2.847 0.156 1.311
O -1.969 -0.513 -0.831
H -0.979 0.395 0.795
H -3.741 -0.338 1.207
H -2.549 0.663 2.118
```

Properties
* SMILES string: C=CO.NC=O
* ΔE to the lowest compared entry with this formula, charge and spin: 63.5 kcal/mol
* HOMO energy: -9.24 eV
* strongest force on any atom: 4.03 eV/Å
* total energy: -323.6798 Eh
* charge: 0

Atom charges from the Mulliken analysis, given in e for atoms 1 to 2: -0.57, 0.01


Density functional theory data (ωB97M-V/def2-TZVPD) for C3H7NO2 in the gas phase.

```
13
C3H7NO2 (ωB97M-V/def2-TZVPD)
C 1.402 1.589 -0.577
N 0.130 1.495 0.110
C -0.409 0.363 0.254
O -1.593 0.233 0.888
O 0.090 -0.804 -0.179
C -0.629 -1.999 0.116
H 2.023 2.338 -0.075
H 1.247 1.934 -1.607
H 1.956 0.643 -0.616
H -1.831 1.137 1.144
H -0.729 -2.141 1.195
H -0.036 -2.808 -0.313
H -1.622 -1.981 -0.340
```

Properties
* SMILES string: C/N=C(/O)OC
* ΔE to the lowest compared entry with this formula, charge and spin: 33.6 kcal/mol
* HOMO energy: -9.27 eV
* strongest force on any atom: 0.40 eV/Å
* total energy: -323.7274 Eh
* charge: 0

Atom charges from the Mulliken analysis, given in e for atoms 1 to 2: -0.72, -0.58


Density functional theory data (ωB97M-V/def2-TZVPD) for C3H7NO2 in the gas phase in a non-equilibrium geometry.

```
13
C3H7NO2 (ωB97M-V/def2-TZVPD)
C -1.141 0.362 0.147
C -0.875 -0.345 -1.168
O 0.550 -0.347 -1.056
C 0.618 -0.024 0.304
O 0.625 -1.060 1.227
N 1.780 0.721 0.518
H -1.439 1.412 0.057
H -0.309 -1.079 1.452
H -1.982 -0.124 0.711
H -1.247 -1.376 -1.187
H -1.165 0.170 -2.085
H 2.329 0.550 1.349
H 2.255 1.141 -0.269
```

Properties
* SMILES string: N[C@@]1(O)CCO1
* ΔE to the lowest compared entry with this formula, charge and spin: 62.0 kcal/mol
* HOMO energy: -9.27 eV
* strongest force on any atom: 1.22 eV/Å
* total energy: -323.6821 Eh
* charge: 0

Atom charges from the Mulliken analysis, given in e for atoms 1 to 2: -0.84, -0.16


Density functional theory data (ωB97M-V/def2-TZVPD) for 2 unconnected molecules or ions with the total composition C3H7NO2 in a non-equilibrium geometry.

```
13
C3H7NO2 (ωB97M-V/def2-TZVPD)
C 1.954 2.899 -1.990
C 1.625 1.959 -1.116
O 0.388 1.434 -0.960
H 2.954 3.310 -2.024
H 1.300 3.240 -2.773
H 2.372 1.426 -0.541
H -0.199 1.528 -1.716
C -1.036 -2.158 1.042
N -1.218 -2.732 2.273
O -1.700 -1.248 0.607
H -0.105 -2.412 0.522
H -1.706 -2.137 2.926
H -0.389 -3.141 2.679
```

Properties
* SMILES string: C=CO.NC=O
* ΔE to the lowest compared entry with this formula, charge and spin: 45.6 kcal/mol
* HOMO energy: -9.02 eV
* strongest force on any atom: 1.68 eV/Å
* total energy: -323.7083 Eh
* charge: 0

Atom charges from the Mulliken analysis, given in e for atoms 1 to 2: -0.75, 0.19